Arrangement 1

{"formula": "C5H13NO2", "method": "ωB97M-V with the def2-TZVPD basis set", "species": ["O", "O", "N", "C", "C", "C", "C", "C", "H", "H", "H", "H", "H", "H", "H", "H", "H", "H", "H", "H", "H"], "coordinates": [[1.2174, 0.5640, -1.2821], [-2.7704, -0.0915, -0.0260], [-1.3018, 0.5659, -1.6321], [1.4644, 0.8523, -0.0329], [-0.1003, 0.8725, 1.1755], [-0.9764, -1.6406, -0.6843], [2.4194, -0.0937, 0.6724], [-1.6537, -0.3106, -0.7378], [-0.8303, 1.6386, 0.9158], [2.5931, 0.2070, 1.7040], [0.5019, 1.3024, 1.9747], [2.0277, -1.1098, 0.6586], [-1.4927, -2.3160, -1.3726], [3.3708, -0.0909, 0.1352], [0.0628, -1.5152, -0.9787], [1.6912, 1.9137, 0.1567], [-1.0056, -2.0540, 0.3223], [-1.8593, 1.4124, -1.6339], [-0.0572, 0.6578, -1.6658], [-0.4721, -0.0547, 1.6177], [-2.8289, -0.7094, 0.7133]], "orbital_gap_ev": 8.225, "lumo_energy_ev": 0.4094, "e_homo_ev": -7.82, "total_charge": 0}

Arrangement 2

{"formula": "C5H13NO2", "method": "ωB97M-V with the def2-TZVPD basis set", "species": ["O", "O", "N", "C", "C", "C", "C", "C", "H", "H", "H", "H", "H", "H", "H", "H", "H", "H", "H", "H", "H"], "coordinates": [[-4.0540, -3.5274, 0.5615], [-4.6311, -2.2386, -1.8871], [0.6571, 1.6403, 1.1963], [0.4584, -0.5408, -1.0087], [1.7684, -0.3200, -0.8883], [2.6002, 3.0003, 0.9031], [1.8334, 1.8072, 0.4376], [2.3586, 0.9120, -0.4170], [1.9788, 3.8967, 0.8920], [-4.3901, -3.1175, 1.3656], [-4.5963, -2.5885, -0.9781], [0.8904, 1.6295, 2.1710], [-3.1690, -3.8489, 0.7707], [2.8338, 2.8461, 1.9697], [-0.0081, -1.5039, -1.1850], [-3.7995, -2.5191, -2.2822], [3.3428, 1.2184, -0.7485], [2.4885, -1.0818, -1.1799], [0.1541, 0.8131, 0.8978], [3.5637, 3.2683, 0.4779], [-0.2801, 0.2546, -1.0685]], "orbital_gap_ev": 8.507, "smiles": "C=C/C=C(/C)N.O.O", "lumo_energy_ev": 0.3935, "e_homo_ev": -8.11, "total_charge": 0}

Most stable: arrangement 2. Least stable: arrangement 1.